1.
47
Properties=species:S:1:pos:R:3:forces:R:3:mulliken_charge:R:1 method="wB97M-V/def2-TZVPD" homo_lumo_gap_ha=0.3257 lumo_ev=0.29 relative_energy_ev=0.111 smiles="C[C@](O)(C#Cc1cc2c(cc1F)OCCn1cc(C(N)=O)nc1-2)c1nc(CC#N)cs1" homo_ha=-0.315 fmax_ev_per_a=3.32
N 6.628096 -5.351510 -0.905449 -0.2098 3.2302 0.1794 -0.4459
O -5.528936 -3.450976 1.803134 -0.3950 0.6991 -0.0860 -0.6560
F 0.596130 3.706801 -1.714160 -1.1403 -1.1653 0.3102 -0.3136
C 6.549839 -4.179455 -0.930375 0.2451 -2.7860 -0.4454 0.1489
C 1.293345 1.467901 -0.154644 2.5981 -0.3182 0.5140 -0.2035
C 2.484738 1.298666 0.091786 -3.2546 0.1243 -0.6418 -0.6912
N -3.215588 -0.870874 0.738515 0.0830 -0.0763 0.2977 -0.6320
N 5.242597 -0.704400 -0.405104 -0.3732 -0.6066 0.7013 -0.4336
O -3.961576 2.729125 -1.619760 0.1567 0.4630 -0.5689 -0.5073
O 4.632216 1.939000 -0.623001 -0.2340 -0.5007 0.7422 -0.5877
S 3.783474 -1.417800 1.637848 1.0586 -0.0114 -1.1267 -0.1201
C -4.486119 -2.811235 1.740787 -0.3237 -1.8407 -0.0122 -0.0780
C -3.507810 0.275025 0.137572 -0.3492 -1.4229 0.6956 0.1591
C 4.396153 -0.250510 0.472033 -0.0189 -0.5081 -1.1424 0.1889
C 4.801251 -2.603187 0.857335 0.4096 -0.1079 -0.2924 -0.2878
C -4.408460 -1.515608 1.054449 1.3477 1.4035 -0.6079 0.3065
C -5.438277 -0.748631 0.597278 0.3848 -0.1695 0.3654 -0.0999
C 5.497195 -2.057517 -0.188157 -1.4524 0.5401 0.9460 -0.2684
C -1.696103 3.050225 -1.684428 1.1120 0.5395 -0.1684 -0.5569
C -1.116055 0.968892 0.028667 -1.1116 -0.0466 -0.7433 -1.2518
C -0.388156 2.831906 -1.320587 -0.0401 -0.1121 0.0545 0.1559
C -0.074089 1.722716 -0.510464 0.3171 0.1391 0.7207 0.7342
C -2.738629 2.243148 -1.231576 -0.0794 0.9919 -0.5760 0.4395
C -2.475615 1.196476 -0.384565 0.5705 -0.9531 1.0500 0.8579
N -3.357219 -3.399981 2.225095 0.3467 1.8885 -0.6193 -0.3513
N -4.874701 0.379622 0.046504 -1.2682 0.6530 -0.2793 0.1178
C 6.423619 -2.727689 -1.138016 0.5507 0.2080 -0.1820 -0.0099
C 4.217380 1.799150 1.752447 0.0381 0.0167 0.2619 -1.5911
C -5.082402 1.916328 -1.853286 0.4919 -2.3055 0.4715 -0.5746
C 3.907329 1.184956 0.370305 0.9711 0.8153 0.4738 1.3498
C -5.672944 1.511875 -0.507358 2.0598 0.0022 0.6826 -0.6077
H 4.527627 1.525546 -1.493598 -0.0211 -0.1225 0.3533 0.3559
H 4.886467 -3.641803 1.188489 -0.2337 0.5109 -0.0258 0.4239
H -6.481374 -0.989029 0.694790 -0.1983 0.4479 -0.2499 0.4650
H -1.866553 3.895080 -2.325053 -0.4262 0.1837 -0.1334 0.4919
H -0.949148 0.159896 0.759049 0.0667 0.5092 -0.6516 0.5040
H -3.466318 -4.287843 2.645335 -0.0109 -0.6285 0.3761 0.2237
H -2.494833 -2.883222 2.258055 0.0545 -0.1826 0.0062 0.2262
H 7.392515 -2.214747 -1.024472 -0.0497 -0.4763 -0.1000 0.2428
H 6.116782 -2.524425 -2.181229 -0.0066 -0.2452 0.4654 0.2823
H 3.667257 1.247410 2.534555 0.3972 0.0547 -0.3290 0.3873
H 3.869941 2.815292 1.827117 -0.1289 0.4743 -0.2630 0.4316
H 5.301068 1.793230 1.951688 -0.4223 -0.2118 -0.1183 0.3680
H -4.786267 0.961350 -2.421370 -0.4056 1.2980 0.6648 0.3284
H -5.833245 2.427162 -2.431784 0.1315 0.6440 -0.2700 0.3910
H -5.634621 2.355009 0.212051 0.1084 -0.3035 -0.5104 0.2145
H -6.679983 1.228655 -0.576448 -1.3455 -0.7357 -0.1894 0.4732

=====

2.
16
Properties=species:S:1:pos:R:3:forces:R:3:mulliken_charge:R:1 method="wB97M-V/def2-TZVPD" homo_lumo_gap_ha=0.3644 lumo_ev=0.66 relative_energy_ev=1.257 homo_ha=-0.340 fmax_ev_per_a=2.02
C -0.998696 0.389657 0.576258 -0.8786 1.0347 -0.0048 0.5346
C 0.476283 0.524694 0.331326 -0.6145 1.5295 -1.1673 0.0257
C 0.998874 -0.473562 -0.682377 1.0839 -0.1732 0.5876 0.3928
H -2.255939 -0.765126 1.634542 -0.2512 0.1144 -0.1992 0.2847
H -0.688771 -1.271709 1.632259 0.5354 -0.4112 0.4823 0.2669
H -1.438222 2.114820 -0.129575 -0.5717 -1.0992 0.8183 0.2510
H 1.006372 0.495644 1.263263 0.3324 -0.6668 0.5723 0.3578
H 0.395684 1.996550 -0.973956 -0.0890 -0.0828 -0.2571 0.3549
H -0.480830 -1.900221 -0.271434 0.3500 0.3046 -0.3036 0.2999
H 0.779396 -2.352959 -1.387133 -0.1771 0.3630 0.4150 0.2636
H 2.206630 0.835353 -1.305686 0.2923 -0.9086 0.4448 0.2928
N -1.396201 -0.807353 1.110689 -0.4632 -0.4632 0.6054 -0.5819
N -1.876603 1.270634 0.321656 0.5838 0.9721 -0.7731 -0.8421
N 0.430620 -1.712499 -0.674526 0.4732 -0.7629 -0.6553 -0.3851
N 2.057102 -0.187662 -1.335759 -0.6404 0.2757 -0.9534 -0.8479
O 0.784301 1.843740 -0.109545 0.0346 -0.0260 0.3881 -0.6676

=====

3.
24
Properties=species:S:1:pos:R:3:forces:R:3:mulliken_charge:R:1 method="wB97M-V/def2-TZVPD" homo_lumo_gap_ha=0.3747 lumo_ev=0.73 relative_energy_ev=0.336 smiles="CC(C)(N)C(=O)O.CC" homo_ha=-0.348 fmax_ev_per_a=0.66
C -0.144220 -0.966414 -0.853376 -0.2127 -0.2401 -0.0269 1.6114
C -0.022232 -2.281854 -1.653888 0.0552 0.1694 0.1767 -1.8271
C -1.574724 -0.788302 -0.343140 0.2700 -0.0911 0.0381 -1.5738
C 0.853568 -1.099812 0.291439 0.2656 0.2174 -0.1706 0.2993
N 0.233986 0.206363 -1.624955 0.2108 0.0732 -0.0979 -0.6480
O 0.356387 -1.727747 1.358183 -0.4172 -0.2955 0.4217 -0.4416
O 1.999274 -0.738521 0.231993 0.1151 0.1141 -0.0522 -0.5899
H 1.039699 -1.809638 2.042758 0.0721 0.1121 -0.2794 0.3766
H -0.133002 0.150862 -2.567827 0.0222 -0.0285 0.0467 0.2353
H 1.245407 0.277433 -1.671961 -0.0401 -0.0270 -0.0634 0.2460
H -2.253461 -0.724507 -1.189899 -0.0719 0.0103 -0.1055 0.4343
H 0.995853 -2.408614 -2.018942 0.0463 -0.0015 -0.0329 0.3873
H -0.700370 -2.253663 -2.504793 -0.0706 0.0150 -0.0561 0.4337
H -0.280579 -3.133715 -1.029955 -0.0530 -0.1478 0.0178 0.3888
H -1.864266 -1.624690 0.285196 -0.1213 -0.0620 0.0238 0.3623
H -1.648563 0.132203 0.227614 -0.0487 0.1043 0.0758 0.2542
C -0.007019 2.723322 0.760832 0.0369 -0.0910 0.1069 -0.6430
C 0.478610 1.975168 1.993948 -0.0158 0.1151 -0.1070 -0.7335
H 0.536093 2.639694 2.854092 0.0164 -0.0288 0.1245 0.3667
H -1.010434 3.113679 0.919550 -0.0974 0.0829 -0.0537 0.2530
H 0.652666 3.559839 0.541935 0.0223 0.1180 -0.0793 0.3467
H -0.020362 2.062198 -0.103143 -0.0557 0.0781 -0.0796 0.0843
H -0.199078 1.159205 2.239231 -0.0268 -0.1149 0.0998 0.1852
H 1.466765 1.557510 1.815107 0.0984 -0.0816 0.0728 0.1917